(1)
Density functional theory data (the ωB97M-V functional and the def2-TZVPD basis) for a structure of composition C29H28N4STi at a distorted geometry.

```
63
Properties=species:S:1:pos:R:3:forces:R:3
Ti -0.0989 -0.6000 0.2727 0.087 0.412 0.237
S 4.3436 -0.8162 0.1077 -1.447 -0.361 -0.149
N -1.5410 0.4880 0.6885 -0.203 0.062 0.041
N 1.9116 -0.2402 1.0138 1.900 0.144 -1.730
N 0.1512 0.7805 -1.3205 0.201 1.530 0.775
N -1.9249 -1.5905 -0.7183 -0.904 0.378 0.972
C 1.0098 -4.9491 0.6933 -0.568 0.447 -0.126
C -5.1358 1.1165 -0.1091 -0.094 -0.719 -0.942
C -1.1051 2.7341 1.6545 0.108 -1.172 -0.640
C -2.8892 0.4379 0.1973 0.564 -0.335 0.587
C -5.3065 0.0091 -0.9882 -0.456 1.419 1.060
C 2.0192 -2.4300 0.0582 0.074 -1.471 0.748
C -2.4802 -2.6394 0.2144 0.756 -1.349 -1.026
C 0.6728 -2.5391 0.5376 0.042 -0.151 -0.324
C -3.9211 1.3272 0.5136 0.068 0.214 -0.268
C 2.4450 1.9811 2.1060 0.472 -0.549 -0.357
C 5.0953 1.6227 1.1551 -0.062 0.083 0.679
C -3.0922 -0.6552 -0.6286 0.965 0.094 -0.826
C 0.0942 1.9320 -0.3491 -1.320 -1.390 0.655
C 0.5090 4.0725 0.5293 0.827 0.888 -0.377
C 2.2571 -4.7980 0.0830 0.265 -2.768 -0.043
C -0.8498 1.0556 -2.4028 -0.239 -0.481 -0.846
C -4.3125 -0.8935 -1.2405 0.147 -0.511 -0.141
C 2.7666 0.8732 1.2976 -0.430 -0.154 1.063
C -0.8267 1.7251 0.7252 -0.161 0.150 -1.014
C -1.6977 -2.2531 -2.0410 -0.818 0.312 0.172
C 3.4741 2.8527 2.4402 -0.978 0.272 0.297
C 4.0992 0.6895 0.9103 -0.126 0.336 -0.425
C 4.7662 2.6858 1.9759 -0.121 -0.550 -0.572
C 2.6478 -1.1625 0.3198 -0.208 1.014 1.220
C 0.8342 3.0899 -0.4262 0.121 0.505 0.479
C 0.2151 -3.8090 0.9006 1.254 -0.712 0.516
C 2.8258 -3.5942 -0.1314 -1.324 2.025 -0.364
C -0.4909 3.9413 1.5087 0.994 -0.135 -0.280
C 1.4989 0.7731 -1.9347 0.050 1.026 -0.165
H 1.5614 -0.1409 -2.4758 0.551 -0.819 -0.365
H 2.2893 0.9211 -1.1645 -0.593 -0.235 -0.810
H 1.1180 4.9922 0.5349 -0.486 -0.468 -0.126
H -3.4659 -2.9197 -0.1823 0.415 -0.282 0.274
H -6.2718 -0.1256 -1.4168 -0.526 -0.112 -0.360
H 2.8728 -5.6860 -0.1812 -0.640 0.570 0.490
H -4.5402 -1.7802 -1.8538 0.389 0.555 0.252
H -0.7623 -2.7929 -1.9988 0.328 -0.020 -0.014
H -0.7015 4.6939 2.2481 0.145 0.469 -0.156
H 1.4370 2.0786 2.4823 0.017 0.163 0.076
H 1.5156 1.5893 -2.6811 0.349 -0.305 0.356
H 5.4914 3.3909 2.2884 0.736 0.501 0.065
H -1.7967 2.5090 2.4371 -0.343 0.069 0.408
H -0.5912 0.4307 -3.2920 -0.293 0.353 0.774
H 6.1053 1.4597 0.8183 0.142 0.013 -0.074
H 3.2928 3.7112 3.0879 -0.181 -0.307 -0.124
H -2.4884 -3.0024 -2.1585 0.110 0.171 -0.393
H -1.7767 -3.4854 0.2319 -0.853 0.328 -0.266
H -0.6335 -3.9660 1.5516 -0.244 0.229 -0.297
H -5.9606 1.8156 0.0130 0.185 -0.227 0.155
H 1.6490 3.1973 -1.1700 -0.722 0.270 0.699
H 3.8441 -3.5571 -0.4441 0.579 0.276 -0.206
H 0.6117 -5.9247 1.0205 0.502 0.539 -0.299
H -1.9072 0.9002 -2.1121 0.818 -0.055 0.078
H -1.7168 -1.5313 -2.8750 0.014 -0.348 0.502
H -2.6066 -2.2895 1.2142 -0.012 0.594 0.689
H -0.7366 2.0981 -2.7000 0.025 0.013 -0.026
H -3.7965 2.1964 1.1647 0.151 -0.437 -0.189
```
Forces are in eV/Å.

The HOMO energy comes out at -14.139 eV. For the energy, the calculation gives -70423.6266 eV. The calculation puts the lowest unoccupied orbital energy at -0.2652 Eh. Its frontier orbital gap is 6.922 eV. Its charge is +2.

(2)
Density functional theory data (the ωB97M-V functional and the def2-TZVPD basis) for a structure of composition H2NO4S2 at a distorted geometry.

```
9
Properties=species:S:1:pos:R:3:forces:R:3
S 2.6275 0.1225 0.2469 0.649 1.274 -1.496
S -1.2222 -1.4241 -1.5214 1.077 1.061 -1.762
O -1.2830 -0.5095 -2.6743 0.218 -0.600 1.247
O 1.0051 -0.9795 1.7307 -0.609 0.247 -0.118
O -2.4958 -1.9734 -1.1803 -0.986 -0.286 0.695
O -0.7102 -0.0726 0.1195 -0.326 -4.971 1.941
N 2.2463 -0.8084 1.4392 -0.532 -1.158 1.375
H 0.1761 -0.4531 0.9700 -0.196 -0.027 -0.737
H -0.5886 0.7966 -0.0406 0.706 4.460 -1.146
```
Forces are in eV/Å.

The HOMO energy (spin up / spin down) comes out at -4.468 / -4.468 eV. For the energy, the calculation gives -31382.0782 eV. The calculation puts the lowest unoccupied orbital energy (spin up / spin down) at 0.1303 / 0.1303 Eh. Its frontier orbital gap (spin up / spin down) is 8.012 / 8.013 eV. Its charge is -1.

(3)
Density functional theory data (the ωB97M-V functional and the def2-TZVPD basis) for an isolated molecule of C10H14N2 at a distorted geometry.

```
26
Properties=species:S:1:pos:R:3:forces:R:3
N 2.6517 -0.4383 -0.3985 2.614 1.501 -1.882
N 0.6542 -1.5095 -0.7934 2.357 -2.067 -0.897
C 1.4753 -1.7507 1.3865 1.286 -2.343 -2.232
C 1.4888 -0.7983 0.2136 -5.419 1.437 0.666
C 2.0003 1.9255 -0.4865 1.189 -0.032 -0.420
C -2.0616 -0.0483 0.4370 -0.588 0.498 1.609
C 2.8318 0.7564 -0.8802 -3.119 -1.607 3.486
C -0.4265 -1.0243 -1.1051 -2.086 2.374 0.608
C -0.8127 0.2628 -0.3048 0.865 -1.213 -1.027
C 0.3629 0.5250 0.5999 1.159 -1.484 0.028
C 0.8954 1.8237 0.2612 1.178 2.756 -1.037
C -3.2036 0.0741 -0.5004 -2.946 0.209 0.579
H 0.0722 0.5398 1.6582 0.016 -0.419 -0.188
H 0.3827 2.8285 0.4338 0.374 -1.633 0.420
H -4.2214 -0.1523 -0.1114 0.742 -0.208 0.305
H 0.4378 -2.0252 1.5317 -0.109 0.078 0.452
H 1.9379 -1.3264 2.2295 0.553 0.302 1.257
H -1.2038 -1.3787 -1.8416 1.293 -0.245 0.681
H 2.5179 2.8683 -0.7257 -0.865 -0.196 -0.006
H 3.6742 0.9511 -1.4270 2.177 0.245 -1.388
H -3.4433 0.9429 -1.1103 0.991 0.704 0.361
H -0.8841 1.0011 -1.1050 -0.520 0.556 0.430
H 2.0055 -2.7412 1.0231 -0.786 1.956 0.980
H -2.9991 -0.6756 -1.1818 -0.123 -1.594 -1.845
H -1.9811 -1.0903 0.7795 -0.188 -0.036 -0.218
H -2.1512 0.4601 1.4177 -0.044 0.462 -0.723
```
Forces are in eV/Å.

The HOMO energy comes out at -8.823 eV. For the energy, the calculation gives -13574.2080 eV. The calculation puts the lowest unoccupied orbital energy at 0.0132 Eh. Its structure (SMILES) is CC[C@@H]1C=N[C@@]2(C)N=CC=C[C@@H]12. Its frontier orbital gap is 9.181 eV. Its charge is 0.

(4)
Density functional theory data (the ωB97M-V functional and the def2-TZVPD basis) for a cluster of 6 separate species, C18H18F6O18 in total at a distorted geometry.

```
60
Properties=species:S:1:pos:R:3:forces:R:3
F -4.1503 -13.6046 9.6537 2.384 0.744 0.425
F -16.5889 -13.7717 5.9023 0.042 -0.057 0.360
F -8.3776 -19.9766 12.0592 1.494 -0.571 2.663
F -7.8412 -19.4574 5.9415 -0.594 -0.283 -0.775
F -9.0848 -13.4380 7.8912 0.349 1.927 0.118
F -11.1378 -14.2416 2.4010 -1.550 1.309 0.884
O -10.0388 -19.2938 9.3583 -0.790 -2.160 -0.494
O -7.2373 -14.5821 10.7771 0.696 -0.396 0.207
O -5.1591 -15.2914 10.7953 1.561 -1.674 0.319
O -6.8388 -16.7242 11.4309 0.949 1.148 0.029
O -10.1212 -17.0824 2.6025 -0.986 0.215 0.716
O -6.4012 -21.2997 5.6938 -1.492 0.619 1.072
O -9.4749 -21.1270 8.0282 0.200 2.417 4.583
O -14.3425 -13.7767 6.1312 -1.531 2.683 2.545
O -7.7549 -15.2007 7.6089 -1.258 1.021 -1.538
O -9.3575 -17.0948 4.7772 -0.973 2.389 -3.750
O -9.2684 -16.7339 7.9796 -0.410 -1.226 0.676
O -7.0142 -17.2975 7.8551 -3.059 1.773 0.514
O -5.4981 -21.7958 3.6552 -0.051 0.222 0.809
O -8.2979 -20.5866 9.9718 -1.565 0.843 -0.974
O -9.4371 -15.2163 3.5134 0.746 2.468 1.187
O -5.1916 -19.8663 4.6549 1.780 3.853 -2.073
O -12.1154 -14.2749 5.9663 -5.747 -0.814 -1.047
O -13.7715 -15.1865 4.6251 1.375 -0.932 -0.289
C -13.3559 -14.4106 5.6573 7.924 -0.809 -0.887
C -9.7875 -18.9286 10.7158 -0.516 0.777 -1.713
C -9.3475 -20.4557 9.0760 0.668 -0.832 -4.070
C -9.0725 -14.6300 7.2867 0.121 0.521 1.308
C -15.1619 -15.2217 4.6874 -1.993 0.301 0.211
C -7.9660 -16.4988 7.8440 2.629 -1.993 -0.580
C -5.4791 -19.2425 5.8641 0.058 0.060 1.597
C -8.4070 -19.4653 10.8527 -0.340 0.355 -0.608
C -10.0887 -16.0882 1.5915 2.903 -0.295 -1.463
C -9.6269 -16.4903 3.7174 0.334 -4.507 3.640
C -6.4088 -15.6609 11.0794 -2.289 0.377 -0.577
C -5.6565 -21.0381 4.5731 -1.671 -3.093 -0.438
C -15.4170 -13.8587 5.2415 -1.323 0.105 -0.591
C -9.9745 -15.4817 8.0945 0.063 -0.804 0.267
C -6.3502 -13.4863 10.3506 -1.418 -1.195 0.172
C -5.2272 -14.3291 9.7811 -2.122 0.972 -0.493
C -9.9282 -14.7867 2.2983 -0.190 -0.671 -0.966
C -6.7067 -20.0239 6.3583 2.523 -0.094 -0.067
H -10.4457 -19.3702 11.4641 -0.235 -0.226 -0.318
H -15.4022 -13.0410 4.5209 0.292 0.119 0.027
H -6.7325 -20.0052 7.4479 -0.069 -1.099 -0.100
H -11.0248 -15.4867 7.8030 0.368 -0.622 -0.541
H -7.6968 -18.6724 10.6184 0.736 -0.595 0.372
H -6.9234 -12.8382 9.6876 0.268 -0.135 -0.001
H -15.5446 -15.8842 5.4638 0.252 -0.530 -0.024
H -15.7330 -15.4066 3.7776 0.827 -0.097 -0.300
H -9.2674 -14.0490 1.8432 0.136 -0.176 0.124
H -4.5611 -19.4193 6.4245 -0.361 -0.053 0.888
H -10.7618 -16.1061 0.7343 -0.496 -0.420 0.754
H -9.0737 -16.2268 1.2189 0.058 -0.167 -1.000
H -9.4043 -14.4756 6.2600 0.992 -0.495 -0.347
H -6.0272 -13.0053 11.2739 0.236 0.375 -0.289
H -9.9548 -15.1272 9.1251 0.282 -0.111 0.148
H -5.6324 -18.1637 5.8916 -0.221 -0.130 -0.923
H -9.9077 -17.8456 10.6871 0.400 -0.034 0.531
H -5.4060 -14.7865 8.8080 -0.396 -0.299 0.089
```
Forces are in eV/Å.

The HOMO energy comes out at -10.358 eV. For the energy, the calculation gives -72115.4410 eV. The calculation puts the lowest unoccupied orbital energy at 0.0074 Eh. Its structure (SMILES) is O=C1OC[C@@H](F)O1.O=C1OC[C@@H](F)O1.O=C1OC[C@@H](F)O1.O=C1OC[C@@H](F)O1.O=C1OC[C@@H](F)O1.O=C1OC[C@@H](F)O1. Its frontier orbital gap is 10.559 eV. Its charge is 0.

Energy above the lowest of the compared OMol25 structures with the same formula, charge and spin readings, ordered: 42.4 41.4 68.7 86.9 kcal/mol